Version A
This record from the OMol25 dataset describes a cluster of 3 separate species, C3H4O3 in total. The level of theory is the ωB97M-V functional and the def2-TZVPD basis.

Geometry as XYZ:
```
10
Properties=species:S:1:pos:R:3
O 2.727 -0.060 -0.351
C 1.590 -0.032 -0.336
O 0.651 2.544 0.001
C -0.509 2.222 -0.043
C -0.588 -2.199 0.216
O 0.548 -2.572 0.072
H -1.318 2.924 0.232
H -0.822 1.207 -0.357
H -0.836 -1.136 0.408
H -1.443 -2.898 0.159
```

Computed properties:
frontier orbital gap	10.9	eV
HOMO	-10.35	eV

These are the natural (NBO) partial charges, in e, on atoms 1 to 4: number 1, O, carries -0.51; number 2, C, carries 0.50; number 3, O, carries -0.49; number 4, C, carries 0.28

Version B
This record from the OMol25 dataset describes a structure of composition C3H4O3. The level of theory is the ωB97M-V functional and the def2-TZVPD basis.

Geometry as XYZ:
```
10
Properties=species:S:1:pos:R:3
O 2.590 -0.038 -0.460
C 1.437 0.077 -0.202
O 0.814 1.258 0.099
C -0.534 1.374 -0.094
C -0.736 -0.765 0.333
O 0.583 -0.971 -0.078
H -1.047 0.394 0.643
H -0.767 1.024 -1.120
H -0.900 -1.239 1.304
H -1.438 -1.114 -0.424
```

Computed properties:
frontier orbital gap	9.7	eV
HOMO	-9.55	eV

These are the natural (NBO) partial charges, in e, on atoms 1 to 4: number 1, O, carries -0.53; number 2, C, carries 0.98; number 3, O, carries -0.51; number 4, C, carries -0.01

Version C
This record from the OMol25 dataset describes a cluster of 2 separate species, C3H4O3 in total. The level of theory is the ωB97M-V functional and the def2-TZVPD basis.

Geometry as XYZ:
```
10
Properties=species:S:1:pos:R:3
C 0.267 -0.598 0.070
C -1.834 0.167 -0.061
C 1.859 -0.128 -0.330
O 0.103 -1.508 0.821
O -2.380 -0.391 -0.938
O -1.871 1.173 0.757
H 2.043 0.154 -1.332
H 2.603 -0.982 -0.118
H 2.057 0.708 0.262
H -2.846 1.404 0.869
```

Computed properties:
frontier orbital gap (spin up / spin down)	7.8 / 7.8	eV
HOMO (spin up / spin down)	-7.78 / -7.78	eV

These are the natural (NBO) partial charges, in e, on atoms 1 to 4: number 1, C, carries 0.44; number 2, C, carries 0.83; number 3, C, carries -0.69; number 4, O, carries -0.56

Which of them is most stable, and which least? Most stable: version A; least stable: version B.

Version A
This record from the OMol25 dataset describes an isolated molecule of C9H14N4O3. The level of theory is the ωB97M-V functional and the def2-TZVPD basis.

Geometry as XYZ:
```
30
Properties=species:S:1:pos:R:3
C -2.826 -0.805 0.849
C -2.632 -0.572 -0.628
C -2.945 0.379 1.710
C -0.168 0.096 -0.455
C -0.224 1.665 -0.189
C 1.087 -0.258 -1.380
C 2.297 -0.373 -0.524
C 3.313 -1.282 -0.715
C 3.595 0.040 1.101
H -1.659 -2.523 0.786
H -1.226 -1.306 2.130
H -3.929 -1.043 0.649
H -3.548 0.302 2.601
H -1.869 0.661 1.902
H -3.439 1.087 1.118
H -1.420 0.150 -2.031
H 0.118 -0.441 0.431
H 1.041 -1.206 -1.890
H 1.111 0.596 -2.017
H 3.583 -2.089 -1.534
H 4.205 0.580 1.886
H 5.059 -1.334 0.606
H 1.498 1.691 0.799
N -2.023 -1.764 1.419
N -1.343 -0.393 -1.129
N 2.558 0.511 0.571
N 4.073 -0.990 0.398
O -3.581 -0.721 -1.346
O -1.191 2.244 -0.578
O 0.854 2.227 0.317
```

Computed properties:
frontier orbital gap	8.9	eV
SMILES	C[C@H](N)C(=O)N[C@@H](Cc1c[nH]cn1)C(=O)O
HOMO	-8.62	eV

These are the natural (NBO) partial charges, in e, on atoms 1 to 4: number 1, C, carries -0.18; number 2, C, carries 0.69; number 3, C, carries -0.58; number 4, C, carries -0.15

Version B
This record from the OMol25 dataset describes a structure of composition C9H14N4O3. The level of theory is the ωB97M-V functional and the def2-TZVPD basis.

Geometry as XYZ:
```
30
Properties=species:S:1:pos:R:3
C 2.273 0.043 -0.471
C 1.282 -0.317 0.607
C 3.149 -1.083 -1.070
C -0.889 -1.508 0.915
C -1.803 -2.256 -0.116
C -1.615 -0.340 1.393
C -2.044 0.764 0.624
C -1.803 2.097 1.003
C -2.054 1.807 -1.269
H 2.860 1.909 -0.058
H 3.925 0.846 0.588
H 1.829 0.541 -1.316
H 2.594 -2.020 -1.383
H 3.597 -1.657 -0.070
H 3.903 -0.642 -1.726
H 0.246 -1.121 -0.971
H -0.562 -2.201 1.825
H -0.826 -0.200 2.172
H -2.432 -0.669 1.885
H -1.931 2.567 2.049
H -2.364 2.065 -2.373
H -1.662 3.830 -0.487
H -2.123 -0.646 -1.101
N 3.346 1.080 -0.191
N 0.251 -1.043 0.056
N -2.209 0.539 -0.809
N -2.080 2.772 -0.280
O 1.486 -0.095 1.835
O -2.332 -3.411 0.129
O -2.013 -1.651 -1.389
```

Computed properties:
frontier orbital gap	9.4	eV
HOMO	-9.34	eV

These are the natural (NBO) partial charges, in e, on atoms 1 to 4: number 1, C, carries -0.17; number 2, C, carries 0.66; number 3, C, carries -0.61; number 4, C, carries -0.12

Which of them is most stable, and which least? Most stable: version A; least stable: version B.

Version A
This record from the OMol25 dataset describes an isolated molecule of C5H3N. The level of theory is the ωB97M-V functional and the def2-TZVPD basis.

Geometry as XYZ:
```
9
Properties=species:S:1:pos:R:3
C 2.154 -0.067 -0.260
C 0.797 -0.423 0.019
C -1.246 1.460 -0.126
C -0.548 -0.930 0.012
C 1.215 0.906 0.048
N -1.300 0.278 -0.140
H -0.665 -1.777 -0.730
H -1.055 -1.249 0.877
H 0.647 1.802 0.300
```

Computed properties:
frontier orbital gap	9.0	eV
HOMO	-8.77	eV

These are the natural (NBO) partial charges, in e, on atoms 1 to 4: number 1, C, carries -0.06; number 2, C, carries -0.02; number 3, C, carries 0.29; number 4, C, carries -0.31

Version B
This record from the OMol25 dataset describes a cluster of 2 separate species, C5H3N in total. The level of theory is the ωB97M-V functional and the def2-TZVPD basis.

Geometry as XYZ:
```
9
Properties=species:S:1:pos:R:3
C -1.610 -0.563 0.777
C -1.407 0.292 -0.066
C 1.479 -0.500 -0.255
C 1.612 0.018 0.816
C -1.036 0.966 -1.238
N -0.516 1.452 -2.177
H -1.574 -1.228 1.597
H 1.347 -0.919 -1.238
H 1.704 0.482 1.784
```

Computed properties:
frontier orbital gap	10.8	eV
SMILES	C#CC#N.C#C
HOMO	-10.37	eV

These are the natural (NBO) partial charges, in e, on atoms 1 to 4: number 1, C, carries -0.08; number 2, C, carries -0.14; number 3, C, carries -0.24; number 4, C, carries -0.25

Which of them is most stable, and which least? Most stable: version B; least stable: version A.